{
  "formula": "C3H5LaO4",
  "method": "the ωB97M-V functional and the def2-TZVPD basis",
  "elements": ["O", "C", "C", "O", "O", "C", "H", "H", "H", "H", "O", "H", "La"],
  "coordinates": [[-0.550525, -2.062926, 3.818603], [-0.299672, -2.327503, 2.663713], [-0.092415, 0.695246, 2.955246], [-0.597726, -3.310571, 1.933841], [0.385194, -1.384465, 1.841262], [0.668109, -0.084925, 2.193332], [0.330001, 1.629840, 3.322217], [-1.108048, 0.427998, 3.243106], [1.633819, 0.226122, 1.791986], [-1.953279, -1.060727, -0.844354], [-1.430728, -1.717976, -1.337936], [-1.607445, -1.594197, -2.275739], [0.337140, -3.225860, -0.338021]],
  "forces_ev_per_angstrom": [[0.51, -0.60, -1.65], [-0.82, 1.87, 2.67], [0.11, -0.21, -0.34], [0.47, -1.61, -2.10], [0.12, -0.49, -1.74], [0.23, 0.85, 0.86], [-0.27, -0.10, -0.41], [0.45, -0.09, 0.24], [-0.16, -0.16, 0.32], [0.14, -0.20, -0.20], [0.18, 0.09, 0.19], [-0.28, 0.18, -0.11], [-0.68, 0.48, 2.27]],
  "mulliken_charge": [-0.4912, 0.7471, -0.6140, -0.6764, -0.3186, -0.0389, 0.2430, 0.2446, 0.3253, 0.3390, -0.5019, 0.3260, 1.4159],
  "energy_ev": -12233.7887,
  "homo_energy_ha": [-0.38502, -0.45538],
  "spin_multiplicity": 2,
  "total_charge": 1,
  "orbital_gap_ha": [0.20231, 0.26907]
}

{
  "formula": "CH4N4S2",
  "method": "the ωB97M-V functional and the def2-TZVPD basis",
  "elements": ["N", "C", "N", "N", "N", "S", "S", "H", "H", "H", "H"],
  "coordinates": [[-0.225159, -1.560257, -0.783330], [0.390451, -0.316897, -0.694653], [1.058195, 0.204584, 0.469472], [0.332553, 0.768925, 1.404412], [-1.015140, 1.452462, 0.740473], [-2.112517, 2.237822, 1.544409], [-0.958782, 0.997374, -0.874702], [0.345946, -2.416520, -0.814088], [-0.965690, -1.619753, -0.045613], [1.084613, -0.248139, -1.427395], [2.065530, 0.500401, 0.481015]],
  "forces_ev_per_angstrom": [[-1.54, -1.36, 1.78], [-1.62, 1.46, 1.06], [0.47, 0.18, 0.92], [-2.34, 1.49, 0.72], [4.81, -2.50, 0.22], [-0.89, 0.52, 0.69], [-0.25, -0.35, -1.42], [-0.12, 0.89, 0.14], [0.88, -0.39, -1.02], [1.97, 0.48, -2.71], [-1.39, -0.43, -0.37]],
  "mulliken_charge": [-0.4698, -0.3132, 0.0430, -0.4645, 0.0969, -0.1972, -0.0211, 0.2485, 0.2298, 0.5594, 0.2883],
  "energy_ev": -28727.9547,
  "homo_energy_ha": [-0.27882, -0.29764],
  "total_charge": 0,
  "orbital_gap_ha": [0.26888, 0.28217]
}

{
  "formula": "C18H54BF4O9S9Y",
  "method": "the ωB97M-V functional and the def2-TZVPD basis",
  "elements": ["Y", "B", "F", "F", "F", "F", "C", "S", "O", "C", "H", "H", "H", "H", "H", "H", "C", "S", "O", "C", "H", "H", "H", "H", "H", "H", "C", "S", "O", "C", "H", "H", "H", "H", "H", "H", "C", "S", "O", "C", "H", "H", "H", "H", "H", "H", "C", "S", "O", "C", "H", "H", "H", "H", "H", "H", "C", "S", "O", "C", "H", "H", "H", "H", "H", "H", "C", "S", "O", "C", "H", "H", "H", "H", "H", "H", "C", "S", "O", "C", "H", "H", "H", "H", "H", "H", "C", "S", "O", "C", "H", "H", "H", "H", "H", "H"],
  "coordinates": [[-1.440350, -2.420906, -1.320566], [-0.106170, -0.294976, 0.048384], [0.986830, 0.016594, 0.790664], [0.255140, -0.804156, -1.146726], [-0.974500, -1.169926, 0.670484], [-0.899240, 0.782204, -0.250046], [-4.594020, -5.010596, 0.297864], [-2.870910, -4.849386, 0.895714], [-2.247200, -3.529806, 0.394104], [-3.301420, -4.462386, 2.624924], [-5.051060, -4.021226, 0.316664], [-5.208970, -5.721496, 0.849724], [-4.618950, -5.281726, -0.757586], [-2.497380, -4.282906, 3.338644], [-3.947860, -5.222606, 3.063424], [-3.945220, -3.582826, 2.621534], [2.800820, 4.651034, 2.049864], [1.939350, 3.372974, 3.125394], [1.326270, 4.132544, 4.285774], [0.601760, 3.054074, 1.899444], [2.253220, 5.584814, 2.177454], [2.854200, 4.413114, 0.987484], [3.782780, 4.636854, 2.522774], [0.157030, 3.977774, 1.529174], [-0.221580, 2.479204, 2.323394], [1.003380, 2.512534, 1.042974], [-3.056160, 1.596854, -4.036376], [-1.680480, 0.390834, -3.867076], [-1.784960, -0.476076, -2.596456], [-0.218900, 1.562874, -3.536146], [-4.018320, 1.116384, -3.858906], [-3.123840, 1.976484, -5.055886], [-2.894150, 2.375994, -3.291536], [-0.193680, 2.119624, -4.472896], [0.587640, 0.830314, -3.505186], [-0.225100, 2.126684, -2.603306], [2.315490, -4.867626, 0.570444], [1.481460, -3.249576, 0.546404], [0.272010, -3.508826, -0.420066], [0.914180, -3.281166, 2.334314], [1.574660, -5.595766, 0.900704], [3.254420, -4.909256, 1.122524], [2.616240, -5.067426, -0.458016], [0.318660, -4.176706, 2.511694], [0.370680, -2.344076, 2.455054], [1.793270, -3.155706, 2.966414], [0.917070, -0.113256, 4.727904], [2.645360, 0.566154, 5.102684], [2.986950, -0.137696, 6.467414], [3.375530, -0.462576, 3.786494], [0.653270, 0.116584, 3.695584], [0.179520, 0.322504, 5.401884], [0.818860, -1.190756, 4.859974], [3.559590, -1.509296, 4.028594], [4.399780, -0.145786, 3.589924], [2.949140, -0.325476, 2.792764], [-4.163660, 1.337524, -0.585286], [-4.111670, -0.292226, 0.258734], [-3.194310, -1.209556, -0.521156], [-3.282630, 0.052094, 1.835754], [-3.159700, 1.761334, -0.561556], [-4.885830, 1.956394, -0.052766], [-4.559370, 1.233854, -1.595616], [-3.897630, 0.825764, 2.295434], [-2.242160, 0.366594, 1.754384], [-3.334310, -0.817226, 2.491284], [5.671590, 2.817724, -1.217286], [4.285830, 1.930794, -2.024096], [4.752580, 1.519314, -3.396366], [4.166750, 0.505084, -0.842176], [5.654830, 2.633954, -0.143016], [5.660380, 3.895034, -1.382726], [6.597030, 2.399544, -1.613236], [3.225080, 0.064524, -1.169686], [4.130240, 0.714784, 0.226834], [4.982450, -0.189256, -1.043736], [1.112250, -2.091396, -5.195706], [1.478800, -2.213066, -3.392916], [0.266490, -2.870896, -2.692336], [2.601600, -3.673946, -3.478626], [0.706740, -1.092646, -5.357446], [0.438120, -2.849386, -5.594586], [2.050970, -2.180986, -5.742406], [2.072350, -4.527656, -3.901926], [3.049050, -3.715786, -2.485586], [3.330140, -3.627136, -4.288036], [-1.768050, 4.470824, -1.587006], [-3.158030, 5.520194, -1.003096], [-4.456190, 4.916944, -1.600146], [-3.083380, 5.111444, 0.798334], [-1.818050, 4.406254, -2.673936], [-1.808800, 3.426824, -1.276366], [-0.814850, 4.947184, -1.357646], [-2.393790, 5.683304, 1.419254], [-2.855630, 4.052194, 0.917544], [-4.069390, 5.258654, 1.239044]],
  "forces_ev_per_angstrom": [[0.33, 1.71, 0.20], [-0.10, 2.80, 1.07], [0.57, -0.12, 0.72], [1.30, -1.68, -2.02], [-0.01, -2.02, 1.00], [-0.48, 1.91, 0.12], [0.04, 1.00, -0.61], [-0.03, -0.04, 1.08], [-1.57, -1.63, 0.26], [-0.91, 0.28, 0.18], [-0.02, 0.10, 0.40], [0.46, -0.04, 0.25], [0.44, -0.32, 0.05], [0.44, -0.16, -0.64], [0.22, -0.47, -0.34], [0.17, 0.26, -0.28], [-0.27, -0.80, 0.95], [-1.27, 1.44, -0.31], [0.73, -0.96, -1.42], [-0.14, 0.12, -0.07], [0.16, -0.03, 0.25], [0.01, -0.38, 0.14], [0.07, 0.61, -0.33], [0.22, 0.28, 0.20], [0.27, -0.17, 0.31], [0.17, -0.09, 0.13], [0.11, -0.28, 0.97], [1.11, 0.38, 0.49], [-0.77, 0.49, -1.40], [-1.17, -1.57, -0.68], [0.20, -0.30, 0.16], [0.59, -0.01, 0.01], [-0.23, 0.13, -0.23], [0.28, 0.35, 0.27], [0.21, 0.24, -0.04], [-0.49, -0.01, -0.21], [-0.21, 0.16, -0.70], [-0.73, -0.83, 0.30], [1.81, -0.42, 2.66], [0.05, 0.76, -1.36], [0.23, -0.07, 0.02], [-0.33, 0.40, 0.49], [-0.33, -0.05, -0.10], [0.16, 0.12, 0.09], [-0.37, -0.23, -0.04], [0.17, -0.49, -0.15], [0.11, 0.60, 0.00], [-0.92, -3.50, 2.73], [-0.45, 1.77, -3.23], [1.56, 0.22, -0.69], [0.04, 0.25, -0.09], [0.28, 0.34, 0.03], [0.74, -0.08, 0.17], [-0.83, -0.08, 0.44], [0.22, 0.52, 0.46], [-0.75, -0.05, 0.20], [0.42, -0.36, 0.70], [-0.26, -0.07, 0.04], [-0.49, -0.06, -0.48], [-0.18, 0.58, -0.09], [-0.14, 0.05, -0.14], [0.13, 0.02, 0.22], [0.20, -0.39, 0.13], [0.05, 0.14, 0.06], [-0.30, 0.12, -0.29], [-0.15, -0.19, -0.38], [0.17, -0.47, 0.12], [0.26, 0.96, 0.18], [-0.31, -0.36, 1.38], [0.21, -0.28, -1.19], [-0.16, 0.00, 0.00], [-0.28, -0.17, -0.30], [-0.03, -0.02, -0.11], [-0.01, -0.27, 0.25], [-0.06, 0.55, -0.22], [0.07, 0.00, -0.04], [0.13, 0.33, 0.33], [-0.31, -1.99, -1.01], [0.20, 0.67, -2.09], [-0.16, 0.68, -0.85], [-0.06, -0.11, -0.07], [-0.10, -0.10, 0.53], [0.13, 0.18, 0.20], [-0.73, -0.17, 1.11], [-0.04, -0.60, -0.30], [0.57, 1.04, 0.40], [-0.17, -0.02, -0.32], [-1.54, -0.76, -0.70], [2.40, 0.47, 1.35], [-0.32, -0.73, -0.04], [-0.30, 0.53, -0.10], [-0.06, 0.11, 0.65], [-0.05, -0.07, 0.32], [0.26, 0.26, -0.58], [0.09, -0.09, -0.09], [-0.15, 0.21, -0.42]],
  "mulliken_charge": [1.4634, 0.3517, -0.3151, -0.0237, -0.2417, -0.2551, -0.9602, 0.3839, 0.0303, -0.9367, 0.2819, 0.4387, 0.3614, 0.3077, 0.4705, 0.2697, -1.1033, 0.7365, -0.6753, -0.8817, 0.3679, 0.2821, 0.3760, 0.5439, 0.2654, 0.0980, -0.7021, 0.2729, -0.3703, -0.5524, 0.3894, 0.4340, -0.0319, 0.5958, 0.0226, 0.1097, -1.1223, 0.6868, -0.6372, -0.7635, 0.3700, 0.4239, 0.3278, 0.4637, -0.1177, 0.4893, -0.5928, 0.4466, -0.6241, -0.5737, -0.1622, 0.4677, 0.3537, 0.3531, 0.4374, -0.1135, -0.3884, 0.2048, -0.4230, -0.2304, -0.3768, 0.5703, 0.2216, 0.5163, -0.3762, 0.2627, -0.9585, 0.5912, -0.6616, -0.5175, 0.2834, 0.3317, 0.3510, -0.2399, 0.3191, 0.4868, -1.1194, 0.7602, -0.5929, -1.2397, 0.2740, 0.3788, 0.4597, 0.4192, 0.2261, 0.5235, -0.2576, 0.4285, -0.6085, -0.6205, 0.3886, -0.5399, 0.5363, 0.3900, -0.0815, 0.3914],
  "energy_ev": -148064.8661,
  "homo_energy_ha": -0.45545,
  "total_charge": 2,
  "orbital_gap_ha": 0.25366
}

> What is the formula in the first record?

C3H5LaO4